C21H17MoN2O4PS | wB97M-V/def2-TZVPD

The energy above the lowest of the compared OMol25 structures with the same formula, charge and spin comes out at 0.0 kcal per mole. The total charge is +2. Its multiplicity is 3. The lowest unoccupied orbital energy (spin up / spin down) is -8.67 / -8.44 eV. For the HOMO energy (spin up / spin down), the calculation gives -14.86 / -14.85 eV. The value obtained for the calculated total energy is -2028.06374 hartree. The expectation value of S² is 2.025. The calculation puts the HOMO-LUMO gap (spin up / spin down) at 6.1949 / 6.4176 eV.

Each line ends with the Mulliken charge.
Positions of all 47 atoms, in Å:
Mo -0.84 -0.14 -0.04  1.325
O 2.38 0.78 1.53  -0.349
S 2.60 0.29 0.21  0.559
O 2.47 1.48 -0.84  -0.315
O 0.95 -0.37 -0.23  -0.626
C 2.34 2.82 -0.39  0.366
C 3.47 3.60 -0.46  -0.516
C 3.40 4.93 -0.08  -0.589
C 2.20 5.45 0.38  -0.800
C 1.07 4.65 0.45  -0.777
C 1.12 3.31 0.06  0.981
P -0.46 2.43 0.02  1.130
C -1.26 2.86 -1.54  1.161
C -1.09 1.95 -2.59  -0.278
C -1.64 2.21 -3.83  -0.808
C -2.36 3.38 -4.03  -0.513
C -2.49 4.31 -3.01  -0.811
C -1.94 4.05 -1.76  -0.211
C -1.33 3.03 1.48  0.793
C -2.63 3.50 1.49  -0.728
C -3.22 3.88 2.69  -0.824
C -2.51 3.77 3.88  -0.590
C -1.21 3.28 3.87  -0.674
C -0.61 2.91 2.68  -0.733
H 4.40 3.17 -0.82  0.507
H 4.28 5.55 -0.13  0.428
H 2.14 6.49 0.69  0.468
H 0.15 5.08 0.82  0.389
H -0.46 1.07 -2.47  0.167
H -1.50 1.51 -4.64  0.434
H -2.80 3.59 -5.00  0.429
H -3.02 5.24 -3.18  0.446
H -2.01 4.80 -0.98  0.452
H -3.21 3.58 0.58  0.708
H -4.23 4.26 2.70  0.473
H -2.97 4.06 4.81  0.432
H -0.65 3.20 4.80  0.468
H 0.41 2.55 2.68  0.409
O -4.78 1.19 0.92  -0.279
C -3.74 0.79 0.67  0.610
N -2.62 0.35 0.41  -0.726
C -1.88 -4.82 -0.41  -0.798
C -1.59 -3.41 -0.29  0.113
N -1.37 -2.29 -0.20  -0.237
H -0.98 -5.38 -0.17  0.313
H -2.19 -5.03 -1.43  0.311
H -2.68 -5.07 0.29  0.313